Entry from OMol25: one molecule with the formula C4H2O3 in a non-equilibrium geometry (ωB97M-V/def2-TZVPD).

Each line ends with the Löwdin charge.
Positions of all 9 atoms, in Å:
O -1.5028 1.2231 -0.1463  0.127
C -0.3409 0.5897 -0.0332  -0.293
O -0.3723 -0.7642 -0.2009  0.059
C 0.9515 -1.2001 -0.0960  -0.042
C 1.7666 -0.1591 -0.2609  -0.188
C 0.9971 1.0776 -0.3483  -0.030
O 2.3164 1.0008 0.1697  0.113
H -1.4323 2.1365 0.1621  0.139
H 1.1213 -2.2543 -0.0889  0.115

- Spin multiplicity: 1
- F_max: 2.82 eV Å⁻¹
- SMILES string: Oc1occ2c1O2
- Highest occupied orbital energy (alpha / beta): -8.774 / -8.773 eV
- Energy relative to the best compared isomer or geometry (same formula, charge and spin): 636.28 kJ/mol